Entry 1:
# C4H13N2O2

A molecular structure, C4H13N2O2 (wB97M-V/def2-TZVPD, the Open Molecules 2025 dataset).

Each line ends with the natural charge from an NBO analysis.
Geometry (Å):
C -0.635102 -0.023093 -0.522990  -0.260
N -0.619005 -0.198183 0.990742  -0.705
C -1.874876 -0.325208 1.777427  0.158
O -2.593821 -1.305235 1.403446  -0.848
C 0.267191 1.105244 -1.097872  -0.222
N 1.635949 0.583865 -1.286444  -0.637
C 2.666117 1.572660 -1.369128  -0.411
H -0.533467 -1.029778 -1.035091  0.194
H -1.677918 0.303369 -0.785224  0.205
H 0.070218 -0.647466 1.359647  0.335
H -1.465270 -0.516487 2.805046  0.094
H -2.380004 0.661871 1.588004  0.088
H -0.157840 1.419779 -2.198925  0.164
H 0.188225 2.012291 -0.343486  0.176
H 1.771556 -0.037332 -0.345475  0.351
H 2.478353 2.549769 -0.903436  0.162
H 3.742829 1.192723 -1.117369  0.189
H 2.809920 1.981746 -2.334095  0.175
H -1.894987 -2.422276 1.279916  0.496
H -0.480152 -3.364393 0.819350  0.418
O -1.317917 -3.513868 1.315957  -1.125

Atomic forces in eV per Å
C -1.6 -0.5 1.3
N -3.7 4.9 -4.5
C 2.2 1.8 -0.3
O -2.5 -3.5 -1.4
C -0.8 0.6 -1.0
N -0.3 -1.9 3.5
C 2.3 0.4 0.6
H 0.3 1.2 0.2
H 0.7 -0.4 0.5
H 5.1 -3.7 2.3
H -0.2 1.0 0.1
H 0.1 -0.2 0.9
H 0.9 -0.5 2.6
H 0.3 -1.5 -1.5
H -0.1 2.0 -2.9
H -0.1 -0.3 1.2
H -2.1 0.5 0.0
H -0.1 -0.3 -1.9
H 0.2 -1.0 0.4
H -1.0 -0.2 0.5
O 0.3 1.7 -0.7

Calculated values
**Total charge**: -1
**Frontier orbital gap**: 7.21 eV
**HOMO**: -3.83 eV
**Max |F|**: 7.63 eV/Å


Entry 2:
# C6H9N3

A single C6H9N3 molecule (wB97M-V/def2-TZVPD, the Open Molecules 2025 dataset).

Each line ends with the natural charge from an NBO analysis.
Geometry (Å):
C 2.797945 -0.499451 0.969554  0.244
C 1.702830 -1.134886 0.248649  0.001
C 0.790447 1.076439 -0.717638  -0.632
C -0.099542 -0.028447 1.445004  -0.613
C -0.453895 -1.098066 -0.843340  -0.607
C 0.459866 -0.265109 0.084857  -0.066
N 3.491050 0.113637 1.608001  -0.282
N 1.531893 -2.693973 0.370794  0.012
N 1.886978 -2.197145 -0.695862  -0.049
H 1.213256 1.007232 -1.739667  0.226
H 1.661591 1.626406 -0.242479  0.222
H -0.135477 1.868270 -0.762087  0.228
H -1.171914 0.481911 1.388833  0.216
H -0.156438 -0.935393 2.019574  0.222
H 0.554398 0.657481 1.969237  0.227
H -1.452201 -0.581299 -0.892115  0.221
H -0.748122 -1.912603 -0.289119  0.208
H 0.080915 -1.295392 -1.713862  0.222

Atomic forces in eV per Å
C -2.4 -2.3 -2.1
C -0.2 -0.3 0.9
C -0.1 2.1 1.0
C -2.4 2.0 0.1
C -1.8 3.2 2.2
C 0.1 0.3 -2.5
N 2.2 1.7 1.8
N 0.6 2.7 -1.0
N 0.8 -1.6 0.3
H -0.8 -0.8 0.3
H -1.2 -0.4 0.1
H 2.2 -2.2 0.2
H 2.2 -1.1 0.1
H -0.2 -0.5 0.2
H 0.0 0.2 0.3
H 1.1 0.0 -0.9
H -0.3 -2.6 0.8
H 0.1 -0.5 -1.8

Calculated values
**SMILES**: CC(C)(C)C1(C#N)N=N1
**Frontier orbital gap**: 10.22 eV
**HOMO**: -10.38 eV
**Max |F|**: 4.24 eV/Å


Entry 3:
# C34H100N8O12

12 unconnected molecules or ions with the total composition C34H100N8O12 (wB97M-V/def2-TZVPD, the Open Molecules 2025 dataset).

Each line ends with the Löwdin charge.
Geometry (Å):
O -1.448548 -1.732518 -4.161887  -0.076
H -1.563138 -2.648137 -3.820792  0.013
H -2.328795 -1.465395 -4.448928  0.043
O -0.041769 -0.015427 -5.901140  -0.075
H 0.072036 -0.407899 -6.772883  0.032
H -0.578584 -0.660815 -5.401882  -0.024
O -2.248417 3.805350 -2.545653  -0.089
H -2.090948 3.991307 -3.476120  0.029
H -1.892990 2.904854 -2.419130  -0.023
C -1.971226 -2.778118 2.651968  -0.081
C -3.382923 -3.310154 2.742842  -0.315
O -3.549529 -4.008151 3.977287  -0.073
H -1.654116 -2.108990 3.448817  0.069
H -1.784822 -2.329820 1.676456  0.062
H -1.272749 -3.616024 2.748119  0.071
H -3.592780 -4.050284 1.965926  0.089
H -4.077146 -2.482322 2.553824  0.108
H -4.306080 -4.594043 3.903327  0.077
C -4.980411 0.390441 -0.970674  -0.037
C -4.535418 -0.593379 -2.054381  -0.413
C -5.577077 -1.648431 -2.426537  -0.206
O -6.854666 -1.067799 -2.633291  -0.173
C -7.218553 -0.842042 -3.984569  -0.101
N -4.124672 0.221294 -3.224341  0.052
H -4.083002 0.896919 -0.617548  0.058
H -5.354452 -0.145236 -0.093319  0.088
H -5.761154 1.079929 -1.281733  0.086
H -3.641108 -1.056336 -1.621036  0.105
H -5.718249 -2.331393 -1.582559  0.118
H -5.194332 -2.246775 -3.262221  0.112
H -6.830360 -1.608069 -4.655730  0.087
H -6.887235 0.146694 -4.331278  0.077
H -8.304229 -0.742479 -4.011822  0.089
H -4.960361 0.751363 -3.467625  0.073
H -4.035284 -0.360578 -4.057524  0.064
C 5.429105 -1.406062 1.831285  -0.063
C 5.724395 -2.609615 0.956185  -0.428
C 4.668933 -3.710980 1.077553  -0.194
O 4.739147 -4.157377 2.423155  -0.199
C 3.879185 -5.204594 2.800182  -0.101
N 5.866308 -2.129398 -0.419385  0.054
H 5.168933 -1.619915 2.867982  0.066
H 4.542558 -0.902008 1.422644  0.068
H 6.238138 -0.680288 1.771878  0.079
H 6.650269 -3.074436 1.304247  0.141
H 4.871663 -4.514655 0.362870  0.128
H 3.657726 -3.327908 0.896646  0.105
H 2.845014 -4.881767 2.645244  0.075
H 4.018715 -5.370838 3.869805  0.088
H 4.146369 -6.154905 2.327256  0.089
H 4.950668 -2.041040 -0.855088  0.041
H 6.427797 -2.772392 -0.963708  0.071
C -0.916462 1.788412 -0.314584  -0.032
C -0.447440 0.793834 -1.364117  -0.394
C -0.536136 -0.652986 -0.839115  -0.197
O 0.235901 -0.869510 0.320144  -0.179
C 1.635733 -0.679584 0.229437  -0.091
N -1.209513 0.959305 -2.619545  0.063
H -0.744218 2.828990 -0.586181  0.073
H -0.352272 1.580864 0.595503  0.053
H -1.971188 1.632338 -0.091176  0.075
H 0.606398 0.880087 -1.647633  0.120
H -0.289442 -1.336594 -1.662064  0.095
H -1.563313 -0.907774 -0.556013  0.118
H 2.177145 -1.396837 -0.394359  0.065
H 2.026977 -0.839453 1.233982  0.083
H 1.884784 0.326726 -0.113350  0.082
H -0.829688 0.218811 -3.208306  0.041
H -2.170659 0.619425 -2.501110  0.035
C -3.078668 -4.671840 -0.995340  -0.026
C -2.062339 -3.953317 -1.894993  -0.405
C -0.626847 -4.174496 -1.435627  -0.207
O -0.428095 -3.737496 -0.112351  -0.205
C 0.807847 -4.139964 0.433913  -0.090
N -2.133771 -4.423703 -3.310693  0.036
H -4.052948 -4.196514 -1.085030  0.068
H -2.753809 -4.618864 0.044456  0.060
H -3.049614 -5.729047 -1.263116  0.085
H -2.290184 -2.887085 -1.893578  0.103
H 0.126547 -3.695278 -2.075885  0.099
H -0.368550 -5.244907 -1.503291  0.135
H 0.829228 -3.868377 1.488915  0.082
H 1.585183 -3.570884 -0.082316  0.068
H 0.914674 -5.228941 0.397607  0.099
H -1.962027 -5.421257 -3.368277  0.088
H -3.121920 -4.287724 -3.522614  0.081
C 1.509656 -3.380498 -5.054948  -0.066
C 2.686899 -2.572399 -4.483606  -0.419
C 2.383570 -2.277319 -3.032061  -0.222
O 3.438609 -1.667294 -2.329026  -0.249
C 3.677646 -0.297762 -2.699310  -0.054
N 3.887506 -3.421135 -4.657567  0.047
H 1.791945 -3.861149 -5.994717  0.075
H 0.618242 -2.794369 -5.294627  0.053
H 1.249345 -4.212990 -4.396426  0.074
H 2.778481 -1.692587 -5.129042  0.131
H 2.156335 -3.201522 -2.487655  0.116
H 1.415706 -1.767623 -2.915315  0.115
H 4.456665 0.087634 -2.046514  0.090
H 2.771717 0.305080 -2.628024  0.084
H 4.069102 -0.361439 -3.716005  0.088
H 4.243253 -3.250325 -5.588519  0.071
H 4.585069 -3.134645 -3.974291  0.065
C 3.453795 0.293333 4.580786  -0.061
C 4.226616 1.590178 4.331733  -0.439
C 3.365778 2.751376 3.857423  -0.189
O 2.897231 2.645365 2.524259  -0.176
C 1.596823 2.163829 2.368542  -0.138
N 5.082829 1.975551 5.469723  0.034
H 2.911741 -0.009030 3.681756  0.054
H 2.660471 0.406796 5.327638  0.082
H 4.126905 -0.500034 4.900928  0.071
H 4.878877 1.304779 3.491011  0.128
H 3.970172 3.661028 3.840834  0.115
H 2.495691 2.849228 4.516793  0.134
H 1.411179 1.164061 2.770168  0.079
H 1.351195 2.144086 1.305696  0.064
H 0.852296 2.889201 2.733288  0.078
H 5.854334 1.322141 5.574580  0.070
H 5.575852 2.789207 5.090522  0.067
C -3.841017 4.239806 1.190449  -0.057
C -3.714035 4.341281 2.701986  -0.416
C -2.605899 3.400233 3.164460  -0.226
O -3.023732 2.059789 3.098848  -0.169
C -2.222807 1.193909 3.840614  -0.113
N -3.407694 5.732951 3.099099  0.049
H -3.866695 3.179882 0.924892  0.064
H -3.020897 4.691130 0.629433  0.068
H -4.787167 4.650599 0.833215  0.081
H -4.671945 4.037437 3.130827  0.134
H -2.236011 3.693688 4.156457  0.123
H -1.733099 3.561370 2.513389  0.109
H -1.156368 1.326476 3.635576  0.078
H -2.462653 0.152222 3.622380  0.071
H -2.413940 1.247362 4.921999  0.095
H -2.870990 6.155976 2.347096  0.024
H -2.740495 5.672464 3.863837  0.056
C 0.178791 6.305301 -0.485889  -0.054
C -0.110143 5.900462 0.984730  -0.395
C 1.234674 5.610545 1.661039  -0.236
O 2.028316 6.761224 1.655589  -0.187
C 3.332595 6.524492 2.124805  -0.095
N -0.758734 7.060301 1.656017  0.037
H 0.888013 7.130894 -0.535236  0.075
H -0.723433 6.571522 -1.031009  0.074
H 0.680928 5.447266 -0.948655  0.076
H -0.695900 4.982833 1.034394  0.101
H 1.608744 4.763711 1.068026  0.118
H 1.147209 5.265581 2.697793  0.125
H 3.913344 7.432323 2.263540  0.088
H 3.802560 5.818378 1.430537  0.096
H 3.335986 6.046262 3.115962  0.080
H -1.440608 7.481914 1.028943  0.068
H -0.001577 7.743936 1.600825  0.067

Atomic forces in eV per Å
O -0.3 -0.2 0.2
H 0.2 0.0 -0.5
H 0.0 0.0 0.1
O -0.2 -0.2 0.1
H 0.0 0.0 0.1
H 0.4 0.2 -0.2
O 0.0 -0.1 0.2
H 0.0 -0.1 0.0
H -0.1 0.2 -0.4
C 0.6 -0.9 -0.1
C 0.1 -0.3 -0.2
O 0.0 0.5 0.2
H -0.5 0.3 0.1
H 0.0 0.2 0.1
H -0.1 -0.1 -0.2
H 0.3 0.2 -0.4
H -0.3 -0.1 0.6
H -0.1 0.1 0.0
C 0.1 -0.7 0.5
C 0.0 0.6 -0.2
C 0.0 0.3 1.1
O 0.2 -0.4 -0.6
C -0.2 1.0 0.3
N -0.8 -0.3 -0.2
H -0.2 0.5 -0.2
H -0.1 -0.1 -0.1
H 0.1 0.1 -0.2
H 0.0 -0.4 -0.4
H 0.1 0.0 0.0
H -0.3 0.1 -0.3
H -0.2 -0.1 0.0
H 0.3 -0.2 -0.1
H 0.0 -0.5 -0.1
H 0.3 0.5 0.1
H 0.2 -0.2 0.2
C -0.8 0.4 -0.1
C -0.2 -0.1 0.0
C 0.0 0.2 0.8
O 0.4 -0.1 0.1
C 0.2 0.3 0.3
N 0.2 -0.2 0.1
H 0.3 -0.3 0.0
H 0.1 0.0 -0.1
H 0.1 -0.1 0.1
H 0.2 0.1 -0.2
H 0.1 -0.1 0.0
H -0.1 0.2 -0.2
H -0.2 -0.5 -0.2
H 0.0 0.2 0.0
H -0.3 0.1 -0.4
H 0.1 -0.1 -0.1
H -0.2 0.0 -0.1
C 0.8 -0.3 0.2
C -0.5 -0.5 -0.3
C -0.1 0.4 0.0
O 0.1 -0.2 0.2
C 0.0 -0.1 0.1
N 0.3 -0.9 0.5
H -0.1 0.0 -0.2
H -0.3 0.1 0.1
H -0.1 0.1 0.0
H 0.0 0.7 0.2
H 0.3 -0.1 0.1
H 0.0 0.2 0.1
H -0.4 -0.1 -0.3
H -0.1 0.3 0.1
H 0.2 0.0 0.1
H 0.0 0.5 -0.5
H 0.1 0.5 0.1
C 1.0 0.2 0.1
C 0.4 -0.7 0.1
C 0.8 -0.3 0.3
O -0.9 -0.2 0.2
C -0.3 0.4 0.0
N -0.7 1.1 0.7
H -0.2 -0.4 -0.1
H -0.1 0.2 0.0
H -0.5 0.0 0.0
H 0.1 0.1 0.0
H -0.4 0.2 -0.3
H -0.3 -0.2 0.0
H -0.2 0.2 0.0
H 0.4 -0.5 0.0
H 0.3 0.0 -0.3
H 0.1 0.0 0.1
H 0.1 -0.3 -0.5
C -0.2 -0.2 -0.4
C -0.6 -1.1 -1.1
C -0.2 -0.3 0.3
O -0.1 0.6 0.5
C 0.3 -1.1 -0.3
N -0.2 0.4 0.8
H 0.2 0.1 0.0
H 0.1 0.1 0.4
H -0.1 0.1 0.1
H -0.1 0.4 0.5
H 0.6 -0.3 -0.3
H 0.3 0.7 -0.4
H -0.1 0.0 0.1
H 0.0 0.0 -0.1
H -0.1 0.7 -0.1
H 0.3 -0.1 0.1
H 0.1 0.0 -0.3
C -0.7 0.5 0.3
C 0.6 -1.6 -0.8
C -0.3 0.1 0.1
O 0.5 -0.5 -0.2
C -0.9 0.5 -0.5
N 0.0 0.9 -0.6
H 0.4 -0.1 -0.1
H 0.3 0.1 0.2
H 0.0 -0.1 -0.1
H -0.1 0.4 -0.2
H -0.1 0.1 0.4
H 0.2 0.3 0.2
H 0.1 0.1 0.2
H 0.5 -0.2 -0.1
H 0.1 -0.2 0.6
H -0.4 -0.4 0.1
H -0.1 0.1 0.6
C -0.6 -0.6 -0.2
C 0.3 0.4 -0.4
C 0.3 0.4 -0.1
O -0.3 0.0 -0.1
C 0.2 -0.8 0.6
N 0.2 -0.6 -0.1
H 0.0 0.0 -0.1
H 0.1 0.1 0.2
H 0.1 0.2 0.0
H 0.1 -0.1 0.2
H -0.4 -0.3 0.3
H 0.1 -0.1 -0.2
H 0.1 0.1 0.0
H -0.2 0.1 -0.5
H 0.2 0.5 0.0
H 0.0 0.1 0.2
H -0.2 0.4 0.1
C 0.4 -1.1 0.4
C 0.4 1.7 -0.5
C -0.9 -0.5 0.0
O 0.2 0.6 -0.1
C 0.1 -1.0 0.3
N 0.5 -0.2 -0.1
H -0.1 0.1 0.2
H -0.1 -0.2 0.0
H -0.3 0.1 -0.4
H -0.3 0.1 0.0
H 0.8 0.2 0.1
H -0.3 -0.1 0.0
H -0.3 0.3 -0.5
H 0.4 0.2 0.1
H -0.3 -0.1 -0.1
H -0.2 -0.3 0.0
H -0.2 0.1 0.6

Calculated values
**SMILES**: COC[C@H](C)N.COC[C@H](C)N.COC[C@H](C)N.COC[C@H](C)N.COC[C@H](C)N.COC[C@H](C)N.COC[C@H](C)N.COC[C@H](C)N.CCO.O.O.O
**Frontier orbital gap**: 8.88 eV
**HOMO**: -8.80 eV
**Max |F|**: 1.87 eV/Å